# C4H8NO

A gas-phase ion, C4H8NO (charge +1) at a distorted geometry (ωB97M-V/def2-TZVPD, the OMol25 dataset).

Net charge ... +1
LUMO ... -5.13 eV
HOMO-LUMO gap ... 10.601 eV
Structure (SMILES) ... C=[N+]=C(O)CC
Relative energy (zero: lowest compared OMol25 entry of this formula, charge and spin) ... 266.2 kJ/mol

XYZ file:
```
14
C4H8NO | the OMol25 dataset | ωB97M-V/def2-TZVPD
C -1.284 1.519 1.335
C -0.359 0.687 -0.803
C 0.676 -0.629 -0.763
C 1.108 -1.796 0.536
N -0.846 0.992 0.277
O -0.657 1.036 -2.025
H 1.918 -2.323 0.095
H -2.071 1.248 2.042
H 1.617 -0.163 -0.994
H -0.646 2.350 1.574
H 0.266 -1.162 -1.570
H 1.275 -1.175 1.520
H 0.205 -2.393 0.711
H -1.201 1.810 -1.934
```

# C4H8NO

A gas-phase ion, C4H8NO (charge +1) at a distorted geometry (ωB97M-V/def2-TZVPD, the OMol25 dataset).

Net charge ... +1
LUMO ... -5.04 eV
HOMO-LUMO gap ... 10.119 eV
Structure (SMILES) ... C=[N+]1CC(O)C1
Relative energy (zero: lowest compared OMol25 entry of this formula, charge and spin) ... 223.3 kJ/mol

XYZ file:
```
14
C4H8NO | the OMol25 dataset | ωB97M-V/def2-TZVPD
C -0.759 0.031 -0.877
C 0.846 -1.878 -0.375
C 0.717 0.339 0.515
C -0.557 1.172 0.109
N 0.356 -0.719 -0.365
O -1.403 1.129 1.167
H -0.412 0.342 -1.885
H -1.676 -0.549 -0.978
H 1.748 -2.242 0.322
H 0.438 -2.638 -1.060
H 1.763 0.631 0.589
H 0.547 0.277 1.614
H -0.507 2.188 -0.380
H -1.101 1.917 1.604
```

# C4H8NO

A gas-phase ion, C4H8NO (charge +1) at a distorted geometry (ωB97M-V/def2-TZVPD, the OMol25 dataset).

Net charge ... +1
LUMO ... -5.59 eV
HOMO-LUMO gap ... 9.764 eV
Structure (SMILES) ... C=CC(=[NH2+])CO
Relative energy (zero: lowest compared OMol25 entry of this formula, charge and spin) ... 179.9 kJ/mol

XYZ file:
```
14
C4H8NO | the OMol25 dataset | ωB97M-V/def2-TZVPD
C 1.612 -1.548 0.127
C 0.500 -1.104 -0.538
C -0.221 1.110 0.796
C -0.441 -0.037 -0.345
N -1.545 -0.008 -1.008
O -1.068 2.252 1.232
H 2.121 -2.476 -0.134
H 2.079 -0.965 1.009
H 0.044 -1.694 -1.337
H 0.192 0.612 1.769
H 0.722 1.492 0.329
H -1.942 -0.807 -1.540
H -1.284 2.921 0.524
H -2.125 0.786 -0.823
```

# C4H8NO

A gas-phase ion, C4H8NO (charge +1) at a distorted geometry (ωB97M-V/def2-TZVPD, the OMol25 dataset).

Net charge ... +1
LUMO (alpha / beta) ... -4.87 / -4.87 eV
HOMO-LUMO gap (alpha / beta) ... 7.720 / 7.717 eV
Relative energy (zero: lowest compared OMol25 entry of this formula, charge and spin) ... 460.6 kJ/mol

XYZ file:
```
14
C4H8NO | the OMol25 dataset | ωB97M-V/def2-TZVPD
C 1.160 -0.690 1.011
C -1.171 0.286 0.622
C 0.380 -0.603 -1.800
C -0.847 1.009 -0.666
N 0.176 0.191 1.159
O -0.046 0.569 -1.566
H 1.063 -1.742 0.893
H 2.065 -0.210 1.394
H -1.806 0.958 1.148
H -1.840 -0.535 0.790
H 0.987 -0.788 -2.681
H 0.146 -1.513 -1.112
H -0.852 2.007 -0.541
H 0.583 1.062 1.348
```

# C4H8NO2

A gas-phase ion, C4H8NO2 (charge -1) at a distorted geometry (ωB97M-V/def2-TZVPD, the OMol25 dataset).

Net charge ... -1
LUMO ... 3.85 eV
HOMO-LUMO gap ... 7.394 eV
Structure (SMILES) ... CC(C)NC(=O)[O-]
Relative energy (zero: lowest compared OMol25 entry of this formula, charge and spin) ... 53.6 kJ/mol

XYZ file:
```
15
C4H8NO2 | the OMol25 dataset | ωB97M-V/def2-TZVPD
C 0.058 -1.119 -1.387
C -0.484 -1.018 0.048
C -1.866 -1.616 0.198
N -0.377 0.255 0.706
C 0.729 1.140 0.388
O 0.377 2.283 0.012
O 1.877 0.676 0.495
H 0.977 -0.550 -1.496
H -0.724 -0.663 -2.004
H 0.201 -2.173 -1.627
H 0.149 -1.735 0.615
H -2.479 -1.098 -0.569
H -1.971 -2.575 -0.329
H -2.349 -1.572 1.156
H -1.239 0.748 0.873
```

# C4H8NO2

2 unconnected molecules or ions with the total composition C4H8NO2 at a distorted geometry (ωB97M-V/def2-TZVPD, the OMol25 dataset).

Net charge ... -1
LUMO ... 2.08 eV
HOMO-LUMO gap ... 4.946 eV
Relative energy (zero: lowest compared OMol25 entry of this formula, charge and spin) ... 688.1 kJ/mol

XYZ file:
```
15
C4H8NO2 | the OMol25 dataset | ωB97M-V/def2-TZVPD
O 2.869 -0.432 -0.857
C 1.852 -0.891 -0.330
C 0.841 -0.027 0.189
C -0.464 -0.535 0.595
C -1.643 -0.156 -0.504
O -2.064 -1.253 -1.145
N 1.132 1.313 0.400
H 1.706 -2.008 -0.296
H -1.075 1.780 0.568
H -0.404 -1.640 0.596
H -0.768 -0.363 1.650
H -1.175 0.637 -1.109
H -2.418 0.264 0.149
H 0.063 1.606 0.547
H 1.548 1.706 -0.452
```

# C4H8NO2

A gas-phase ion, C4H8NO2 (charge -1) at a distorted geometry (ωB97M-V/def2-TZVPD, the OMol25 dataset).

Net charge ... -1
LUMO ... 4.09 eV
HOMO-LUMO gap ... 6.880 eV
Structure (SMILES) ... CC1(C)NO[C@@H]1[O-]
Relative energy (zero: lowest compared OMol25 entry of this formula, charge and spin) ... 477.7 kJ/mol

XYZ file:
```
15
C4H8NO2 | the OMol25 dataset | ωB97M-V/def2-TZVPD
C -0.799 -1.760 -0.645
C 1.409 -0.426 -0.237
C -0.670 0.983 -0.108
C -0.105 -0.402 0.123
N -0.247 -1.139 1.369
O -0.878 -2.292 0.835
O -0.160 -2.392 -1.488
H -2.040 -1.522 -0.878
H 1.652 -0.852 -1.301
H 2.031 -0.967 0.600
H 1.665 0.697 -0.157
H -0.630 1.636 0.837
H -1.722 0.893 -0.332
H -0.389 1.537 -1.058
H -0.830 -0.674 2.046
```

# C4H8NO2

A gas-phase ion, C4H8NO2 (charge -1) at a distorted geometry (ωB97M-V/def2-TZVPD, the OMol25 dataset).

Net charge ... -1
LUMO ... 3.72 eV
HOMO-LUMO gap ... 7.610 eV
Structure (SMILES) ... CCCNC(=O)[O-]
Relative energy (zero: lowest compared OMol25 entry of this formula, charge and spin) ... 177.6 kJ/mol

XYZ file:
```
15
C4H8NO2 | the OMol25 dataset | ωB97M-V/def2-TZVPD
C 0.440 0.383 -0.460
N 1.237 -0.403 0.499
C 2.427 -0.843 -0.193
O 2.266 -2.056 -0.645
O 3.282 0.045 -0.580
C -1.141 0.279 -0.404
C -1.724 0.534 1.011
H 0.483 1.616 -0.499
H 0.729 0.071 -1.519
H 0.684 -1.267 0.526
H -1.380 -0.658 -0.826
H -1.683 0.860 -1.149
H -2.845 0.385 0.909
H -1.336 1.338 1.589
H -1.438 -0.283 1.741
```

# C4H8NO2

A gas-phase ion, C4H8NO2 (charge +1) at a distorted geometry (ωB97M-V/def2-TZVPD, the OMol25 dataset).

Net charge ... +1
LUMO ... -4.43 eV
HOMO-LUMO gap ... 10.257 eV
Structure (SMILES) ... CC[C@]1([NH3+])OC1=O
Relative energy (zero: lowest compared OMol25 entry of this formula, charge and spin) ... 311.1 kJ/mol

XYZ file:
```
15
C4H8NO2 | the OMol25 dataset | ωB97M-V/def2-TZVPD
C -0.201 1.612 -1.206
C -0.454 0.499 -0.162
C 1.391 -1.340 0.074
C -0.021 -0.864 -0.540
N -0.908 0.790 1.209
O 0.624 2.293 -1.602
O -1.429 1.143 -1.203
H 2.156 -0.530 -0.193
H 1.665 -2.267 -0.426
H 1.346 -1.528 1.180
H -0.794 -1.481 -0.090
H -0.030 -0.996 -1.615
H -1.773 0.211 1.283
H -1.266 1.837 1.152
H -0.305 0.622 2.139
```

# C4H8NO2

A molecular structure, C4H8NO2 at a distorted geometry (ωB97M-V/def2-TZVPD, the OMol25 dataset).

Net charge ... +1
LUMO ... -6.66 eV
HOMO-LUMO gap ... 7.561 eV
Relative energy (zero: lowest compared OMol25 entry of this formula, charge and spin) ... 452.5 kJ/mol

XYZ file:
```
15
C4H8NO2 | the OMol25 dataset | ωB97M-V/def2-TZVPD
C 1.169 1.449 -0.122
C -0.174 -0.479 -0.098
C 2.324 -0.675 0.043
C -2.833 -0.081 -0.064
N 1.104 0.157 -0.103
O -0.427 -1.607 -0.161
O -1.646 0.558 0.226
H 2.093 2.100 0.017
H 0.139 1.932 0.137
H 2.690 -1.188 -0.883
H 2.202 -1.524 0.808
H 3.001 0.077 0.481
H -3.708 0.288 0.609
H -2.701 -1.196 0.136
H -3.233 0.189 -1.025
```

# C4H8NO2

2 unconnected molecules or ions with the total composition C4H8NO2 at a distorted geometry (ωB97M-V/def2-TZVPD, the OMol25 dataset).

Net charge ... +1
LUMO ... -4.43 eV
HOMO-LUMO gap ... 8.942 eV
Relative energy (zero: lowest compared OMol25 entry of this formula, charge and spin) ... 339.7 kJ/mol

XYZ file:
```
15
C4H8NO2 | the OMol25 dataset | ωB97M-V/def2-TZVPD
C 1.051 2.070 0.568
C -0.118 1.533 0.668
C -0.327 -1.550 0.613
C -0.041 -0.646 -1.621
N 0.389 -1.078 -0.330
O 2.072 2.480 0.286
O -0.666 0.581 1.554
H -0.753 1.885 -0.227
H -1.353 -1.873 0.466
H 0.166 -1.807 1.539
H -1.312 0.910 2.141
H 0.779 -0.738 -2.206
H -0.900 -1.317 -1.921
H -0.419 0.372 -1.459
H 1.433 -0.821 -0.071
```

# C4H8NO2P

2 unconnected molecules or ions with the total composition C4H8NO2P at a distorted geometry (ωB97M-V/def2-TZVPD, the OMol25 dataset).

Net charge ... 0
LUMO ... -0.47 eV
HOMO-LUMO gap ... 7.957 eV
Relative energy (zero: lowest compared OMol25 entry of this formula, charge and spin) ... 446.2 kJ/mol

XYZ file:
```
16
C4H8NO2P | the OMol25 dataset | ωB97M-V/def2-TZVPD
C 2.317 0.429 -0.912
C -0.378 1.594 0.447
C 0.782 -0.897 0.863
C -1.054 0.433 0.931
N -2.089 -0.023 0.169
O -0.784 2.197 -0.682
O 0.745 1.950 0.857
P 2.293 0.122 0.704
H 3.119 0.923 -1.282
H 1.603 -0.015 -1.731
H 0.577 -1.312 1.805
H 0.632 -1.462 -0.068
H -0.990 0.333 2.068
H -1.704 1.923 -1.040
H -2.965 -0.410 0.643
H -1.678 -0.714 -0.531
```